The following is a quantum chemistry calculation of the molecule C16H24N4S, from the Open Molecules 2025 dataset.

Geometry as XYZ:
```
45
Properties=species:S:1:pos:R:3
S -1.563 2.379 -0.273
N -1.115 1.236 -2.672
N -0.448 -2.473 -1.059
N -0.244 1.228 3.260
N -0.538 -1.045 -2.851
C -0.955 0.055 0.738
C 3.776 -3.676 -1.386
C -1.419 1.680 2.526
C -0.083 -3.601 -1.879
C -0.781 0.156 -3.342
C -0.870 -0.119 -0.675
C 1.298 -4.146 -1.507
C -0.604 -1.222 -1.530
C -0.652 -0.854 1.889
C 1.415 2.719 2.039
C 0.234 -0.102 2.898
C 0.810 2.220 3.360
C -1.153 1.081 -1.355
C 2.403 -3.118 -1.741
C -1.325 1.317 1.083
C 2.580 3.665 2.294
H -0.711 0.255 -4.417
H -1.587 -1.148 2.377
H 0.304 -0.697 3.818
H 3.811 -3.971 -0.339
H 2.390 -2.813 -2.789
H -0.090 -3.250 -2.912
H 4.001 -4.549 -1.994
H 1.242 -0.036 2.468
H -1.539 2.754 2.668
H -0.510 -2.623 -0.066
H 4.547 -2.930 -1.558
H -0.835 -4.388 -1.761
H 2.992 4.024 1.354
H 2.206 -2.229 -1.139
H -2.295 1.181 2.965
H 2.252 4.524 2.876
H 0.649 3.237 1.460
H 1.299 -4.450 -0.457
H 0.397 3.073 3.906
H 1.493 -5.034 -2.110
H -0.122 -1.759 1.590
H 1.600 1.786 3.980
H 1.760 1.869 1.445
H 3.371 3.161 2.846
```

Properties
- ΔE to the lowest compared entry with this formula, charge and spin: 33.9 kJ/mol
- HOMO energy: -7.8 eV
- 2S+1: 1

The following is a quantum chemistry calculation of the molecule C16H24O5, from the Open Molecules 2025 dataset.

Geometry as XYZ:
```
45
Properties=species:S:1:pos:R:3
O -2.593 -1.488 0.650
O -0.717 2.484 -0.828
O 0.785 -4.867 0.831
O -1.122 -4.328 2.051
O -0.211 -0.016 -1.632
C 1.393 3.584 -0.547
C 2.607 3.730 0.114
C 1.234 4.144 -1.805
C -0.491 -4.279 0.805
C 3.482 4.981 -1.736
C 2.275 4.837 -2.398
C 3.645 4.427 -0.477
C -1.025 0.101 -0.489
C -1.833 -2.360 -0.136
C -1.475 -5.629 2.468
C 1.716 -4.249 1.700
C -1.669 1.508 -0.439
C -2.348 1.767 0.900
C -2.091 -0.974 -0.548
C 0.268 2.839 0.126
C -0.476 -2.813 0.351
H 2.121 -3.333 1.260
H -2.416 -3.134 -0.633
H 1.256 -4.019 2.665
H -1.036 -4.898 0.070
H -0.174 3.486 0.899
H 0.673 1.948 0.624
H -1.638 1.692 1.720
H -0.598 -6.282 2.516
H 0.247 -2.706 -0.459
H 0.041 0.887 -1.886
H 4.584 4.535 0.045
H 2.520 -4.969 1.840
H -2.414 1.564 -1.244
H -0.175 -2.200 1.200
H -2.834 -0.808 -1.327
H -3.122 1.022 1.054
H 4.294 5.524 -2.197
H 2.142 5.268 -3.379
H 0.290 4.030 -2.315
H -2.209 -6.069 1.784
H 2.737 3.295 1.095
H -1.913 -5.523 3.458
H -0.418 -0.052 0.418
H -2.797 2.758 0.906
```

Properties
- ΔE to the lowest compared entry with this formula, charge and spin: 131.7 kJ/mol
- HOMO energy: -9.2 eV
- 2S+1: 1

The following is a quantum chemistry calculation of a cluster of 2 separate species, C16H25BrN6O2 in total, from the Open Molecules 2025 dataset.

Geometry as XYZ:
```
50
Properties=species:S:1:pos:R:3
Br -1.109 2.440 2.113
O 3.751 3.065 -0.092
O 5.569 -0.914 -1.128
N -4.285 -2.448 0.487
N -5.271 -0.402 0.240
N -6.469 -2.427 -0.410
N 5.781 1.268 -0.699
N 3.325 1.103 0.955
N -3.473 -1.457 0.899
C 2.906 3.180 2.113
C 1.209 -0.318 -0.550
C 3.684 0.074 -0.059
C 2.542 0.981 -2.215
C 7.121 1.421 -1.260
C 2.607 -0.124 -1.154
C -3.368 0.988 1.112
C 3.360 2.436 0.879
C -6.467 -3.896 -0.540
C 5.092 0.125 -0.684
C -5.346 -1.783 0.101
C -1.483 -0.456 1.790
C -4.082 -0.229 0.738
C -7.664 -1.634 -0.746
C -2.089 0.877 1.625
C -2.187 -1.591 1.421
H 2.971 4.252 1.926
H 1.235 -1.122 0.185
H -6.420 -4.362 0.450
H 0.864 0.602 -0.079
H 2.209 1.919 -1.772
H 7.811 0.736 -0.763
H 3.548 2.920 2.953
H 7.468 2.447 -1.126
H -3.839 1.956 0.979
H 1.875 2.917 2.337
H -5.604 -4.227 -1.128
H 2.990 0.740 1.833
H 3.520 1.125 -2.675
H -0.483 -0.543 2.202
H -1.771 -2.586 1.527
H -8.027 -1.100 0.139
H 3.691 -0.868 0.488
H 1.835 0.695 -2.995
H -7.372 -4.250 -1.043
H 7.099 1.184 -2.326
H -7.429 -0.902 -1.527
H 5.292 2.101 -0.389
H -8.473 -2.273 -1.113
H 0.506 -0.591 -1.338
H 2.851 -1.048 -1.680
```

Properties
- ΔE to the lowest compared entry with this formula, charge and spin: 8.8 kJ/mol
- HOMO energy: -8.1 eV
- 2S+1: 1

The following is a quantum chemistry calculation of a structure of composition C16H25CeN4S5, from the Open Molecules 2025 dataset.

Geometry as XYZ:
```
51
Properties=species:S:1:pos:R:3
Ce -0.617 0.005 -1.215
S 0.325 2.741 -2.238
S -0.965 2.435 0.879
S 0.669 -0.547 1.574
S 2.539 0.187 -1.209
S 0.294 -1.168 -3.519
N -0.784 -2.345 -0.916
N -2.590 -0.711 0.207
N 1.486 -3.500 -3.312
N 0.095 -3.141 -1.579
C 2.490 -0.514 1.444
C 0.289 2.214 2.193
C 0.623 -2.688 -2.694
C 1.949 2.326 -2.968
C -4.397 -0.308 1.724
C 3.008 1.752 -2.043
C 3.064 0.537 0.510
C -1.504 -4.341 0.311
C -2.508 -1.988 0.652
C 0.755 3.854 -0.852
C -0.403 3.995 0.119
C -3.528 0.089 0.726
C -3.331 -2.447 1.672
C -4.280 -1.598 2.219
C -1.544 -2.887 -0.013
C 0.277 0.799 2.743
H 3.889 1.536 -2.647
H 3.308 2.457 -1.269
H -1.288 4.403 -0.369
H 2.746 -1.515 1.093
H 2.888 -0.395 2.451
H 1.259 2.493 1.787
H 1.611 -4.439 -2.971
H 0.033 2.907 2.994
H 1.697 1.626 -3.764
H -0.124 4.674 0.925
H 2.336 3.237 -3.425
H -1.191 -4.500 1.346
H 0.985 4.829 -1.281
H -4.929 -1.944 3.013
H -3.230 -3.463 2.024
H 2.742 1.541 0.774
H -2.489 -4.793 0.185
H 4.153 0.491 0.543
H 1.645 3.468 -0.358
H -3.581 1.093 0.323
H -0.721 0.544 3.104
H -0.800 -4.834 -0.349
H 1.828 -3.259 -4.225
H 0.971 0.716 3.579
H -5.147 0.373 2.100
```

Properties
- Net charge: +2
- ΔE to the lowest compared entry with this formula, charge and spin: 0.0 kJ/mol
- <S²>: 0.751
- HOMO energy (alpha / beta): -13.8 / -13.8 eV
- 2S+1: 2

The following is a quantum chemistry calculation of a cluster of 9 separate species, C16H25Cl12N3O6 in total, from the Open Molecules 2025 dataset.

Geometry as XYZ:
```
62
Properties=species:S:1:pos:R:3
Cl -4.284 -1.533 2.366
Cl -2.506 0.731 2.729
Cl 1.740 -0.578 -5.606
Cl -2.956 5.115 -4.023
Cl 0.713 2.200 3.035
Cl -1.114 -0.694 -5.026
Cl 2.094 1.005 5.300
Cl -5.056 1.123 1.448
Cl 0.438 1.564 -4.143
Cl -0.232 5.191 -3.084
Cl -2.385 4.501 -1.238
Cl 2.928 3.577 4.305
O 3.599 0.768 -0.673
O -0.967 -2.115 2.852
O -1.444 -4.083 3.849
O 4.132 1.888 1.212
O 2.745 2.711 -0.365
O -1.751 -3.841 1.679
N 1.103 -1.407 -1.159
N -2.013 -0.055 -1.240
N -4.923 -4.155 -4.065
C -1.161 0.673 -0.994
C -1.915 5.471 -2.668
C 3.554 1.800 0.159
C -3.720 -0.007 1.684
C 2.586 3.930 0.348
C -0.090 1.589 -0.643
C 1.784 -3.531 0.215
C -1.704 -3.031 0.517
C -0.168 -1.666 3.951
C 2.282 1.994 3.855
C -1.365 -3.387 2.877
C 0.455 -0.189 -4.445
C 1.402 -2.346 -0.572
C -4.281 -3.391 -3.504
C 4.534 -0.256 -0.323
C -3.494 -2.410 -2.763
H 2.239 3.709 1.354
H -2.485 -2.786 -2.625
H 2.966 1.523 3.160
H 1.878 4.557 -0.184
H 3.529 4.474 0.428
H 0.264 -0.719 3.640
H 4.385 -1.071 -1.021
H -0.500 2.542 -0.306
H 0.606 -2.394 4.180
H -3.968 -2.293 -1.786
H 1.135 -4.345 -0.102
H -2.702 -2.982 0.089
H -1.022 -3.444 -0.224
H -1.367 -2.020 0.732
H -3.293 -0.242 0.717
H 0.716 -0.693 -3.523
H -2.052 6.489 -2.332
H 4.352 -0.594 0.697
H -3.521 -1.422 -3.209
H 5.549 0.131 -0.395
H 0.451 1.247 0.240
H 2.824 -3.763 0.004
H 0.610 1.707 -1.460
H 1.652 -3.302 1.269
H -0.806 -1.464 4.811
```

Properties
- HOMO energy: -11.0 eV
- 2S+1: 1